The following is a DFT calculation (the ωB97M-V functional and the def2-TZVPD basis) of one molecule with the formula C18H21ClN2O4S.

```
47
Properties=species:S:1:pos:R:3:nbo_charge:R:1
O -1.86 -2.31 1.37 -0.947
S -1.33 -2.93 0.19 2.310
O -1.35 -4.36 0.11 -0.936
N -2.07 -2.38 -1.21 -0.858
C -2.33 -0.96 -1.27 -0.235
C -3.55 -0.52 -0.45 -0.240
N -3.74 0.92 -0.51 -0.446
C -2.84 1.63 0.38 -0.254
C -3.03 3.13 0.19 -0.073
O -4.36 3.52 0.45 -0.521
C -5.25 2.82 -0.39 -0.073
C -5.11 1.31 -0.21 -0.247
C 0.32 -2.32 -0.08 -0.374
C 0.79 -1.25 0.67 -0.176
C 2.06 -0.75 0.43 -0.252
C 2.85 -1.33 -0.55 0.312
O 4.08 -0.86 -0.89 -0.464
C 4.84 -0.16 0.01 0.252
C 4.98 -0.55 1.34 -0.249
C 5.82 0.15 2.19 -0.201
C 6.53 1.24 1.72 -0.211
C 6.41 1.63 0.40 -0.215
C 5.57 0.93 -0.45 -0.068
Cl 5.41 1.41 -2.10 0.027
C 2.37 -2.40 -1.31 -0.254
C 1.10 -2.89 -1.07 -0.142
H -2.86 -2.96 -1.45 0.402
H -1.43 -0.48 -0.89 0.202
H -2.46 -0.67 -2.31 0.212
H -4.44 -1.00 -0.89 0.190
H -3.44 -0.89 0.58 0.205
H -1.81 1.37 0.14 0.200
H -3.04 1.37 1.43 0.174
H -2.41 3.69 0.89 0.193
H -2.76 3.40 -0.85 0.165
H -6.25 3.15 -0.12 0.194
H -5.04 3.07 -1.44 0.165
H -5.79 0.80 -0.90 0.203
H -5.38 1.04 0.83 0.170
H 0.15 -0.84 1.43 0.245
H 2.42 0.09 1.00 0.229
H 4.43 -1.41 1.70 0.232
H 5.92 -0.16 3.22 0.221
H 7.18 1.79 2.38 0.221
H 6.97 2.47 0.02 0.232
H 3.00 -2.82 -2.07 0.235
H 0.70 -3.72 -1.63 0.242
```

Computed properties:
M = 396.896 g mol⁻¹
Calculated total energy = -1967.32405 a.u.
SMILES = O=S(=O)(NCCN1CCOCC1)c1ccc(Oc2ccccc2Cl)cc1
E_LUMO = 0.0187 Eh
Energy relative to the best compared isomer or geometry (same formula, charge and spin) = 39.3 kcal/mol

---

The following is a DFT calculation (the ωB97M-V functional and the def2-TZVPD basis) of a 3-piece molecular cluster, C18H21F16N4O4 overall at a distorted geometry.

```
63
Properties=species:S:1:pos:R:3:nbo_charge:R:1
N 1.48 2.19 1.97 -0.828
C 0.54 1.78 3.02 0.367
N 0.15 0.41 2.80 -0.854
N -0.68 2.59 2.83 -0.847
C 1.12 2.09 4.41 -0.092
O 1.95 1.01 4.91 -0.512
C 3.04 1.41 5.61 0.767
O 4.16 1.23 5.18 -0.457
C 2.93 2.10 6.96 0.004
C 2.53 3.42 7.07 -0.219
C 2.49 4.03 8.28 0.094
N 2.83 3.32 9.35 -0.412
C 3.21 2.04 9.29 0.088
C 3.28 1.41 8.10 -0.195
H 1.62 3.20 2.00 0.350
H 1.02 1.95 1.10 0.383
H 0.73 -0.26 3.28 0.380
H -0.84 0.28 2.96 0.395
H -1.08 2.90 3.71 0.358
H -0.52 3.36 2.20 0.378
H 1.74 2.99 4.31 0.177
H 0.35 2.30 5.16 0.182
H 2.26 3.99 6.18 0.259
H 2.18 5.06 8.40 0.258
H 2.80 3.76 10.26 0.452
H 3.45 1.54 10.22 0.257
H 3.61 0.38 8.05 0.273
C -0.92 -2.56 -1.23 -0.137
C -0.47 -1.13 -1.63 0.597
C -0.57 -0.04 -0.56 0.505
F -1.83 0.14 -0.13 -0.319
F -0.15 1.15 -1.08 -0.334
F -1.12 -0.76 -2.76 -0.320
F 0.85 -1.23 -1.96 -0.324
O -2.23 -2.99 -1.60 -0.508
C -3.33 -2.69 -0.81 0.849
C -4.32 -1.76 -1.52 0.501
F -3.73 -0.61 -1.90 -0.319
F -5.33 -1.44 -0.68 -0.319
F -2.94 -2.21 0.39 -0.322
F -3.96 -3.85 -0.58 -0.314
H -0.27 -3.23 -1.79 0.236
H -0.71 -2.77 -0.18 0.208
H 0.06 -0.27 0.30 0.162
H -4.73 -2.24 -2.41 0.155
C -0.32 -1.02 -5.88 -0.136
C -0.93 -0.16 -7.01 0.595
C -2.32 -0.55 -7.52 0.520
F -2.35 -1.80 -8.03 -0.319
F -2.69 0.29 -8.51 -0.321
F -0.05 -0.09 -8.03 -0.310
F -1.05 1.10 -6.51 -0.327
O 0.62 -2.03 -6.23 -0.511
C 0.21 -3.29 -6.63 0.848
C 0.57 -3.59 -8.09 0.503
F 0.05 -2.67 -8.93 -0.315
F 0.08 -4.80 -8.44 -0.320
F -1.10 -3.46 -6.38 -0.319
F 0.87 -4.17 -5.85 -0.322
H 0.26 -0.32 -5.28 0.232
H -1.08 -1.40 -5.20 0.211
H -3.06 -0.48 -6.72 0.139
H 1.65 -3.59 -8.22 0.152
```

Computed properties:
M = 661.358 g mol⁻¹
Charge = +1
Calculated total energy = -2816.08879 a.u.
E_LUMO = -0.1869 Eh

---

The following is a DFT calculation (the ωB97M-V functional and the def2-TZVPD basis) of a 5-piece molecular cluster, C18H21F17NO5S overall at a distorted geometry.

```
63
Properties=species:S:1:pos:R:3:nbo_charge:R:1
F 19.63 -19.11 10.50 -0.999
O 24.10 -13.68 8.36 -0.899
S 24.65 -13.95 9.67 2.340
O 25.42 -15.12 9.87 -0.927
O 25.59 -12.63 10.08 -0.718
C 26.37 -12.74 11.26 -0.081
C 26.21 -11.48 12.10 -0.637
C 23.35 -13.85 10.99 -0.860
H 27.41 -12.98 11.01 0.189
H 26.08 -13.62 11.82 0.188
H 26.26 -10.59 11.46 0.219
H 27.07 -11.33 12.76 0.217
H 25.26 -11.36 12.62 0.212
H 22.51 -14.42 10.59 0.271
H 23.20 -12.81 11.27 0.240
H 23.68 -14.40 11.87 0.245
N 20.28 -25.33 11.14 -0.400
C 20.64 -26.67 11.29 0.026
C 19.76 -27.76 11.16 -0.281
C 18.43 -27.41 11.01 -0.167
C 18.00 -26.07 10.95 -0.272
C 18.94 -25.06 10.98 0.033
H 21.71 -26.76 11.47 0.194
H 20.08 -28.77 11.37 0.217
H 17.74 -28.24 11.01 0.206
H 16.98 -25.83 10.68 0.220
H 18.72 -24.02 10.77 0.224
C 17.06 -20.43 15.57 -0.125
C 17.68 -19.32 16.46 0.598
C 18.82 -18.64 15.79 0.509
F 19.34 -17.49 16.35 -0.327
F 19.85 -19.48 15.58 -0.307
F 16.65 -18.44 16.55 -0.334
F 17.95 -19.73 17.70 -0.314
O 16.06 -21.21 16.30 -0.532
C 14.99 -21.83 15.52 0.852
C 14.12 -22.56 16.60 0.511
F 13.49 -21.65 17.34 -0.312
F 13.26 -23.47 16.10 -0.328
F 14.26 -20.93 14.81 -0.314
F 15.55 -22.73 14.69 -0.313
H 17.89 -21.12 15.40 0.210
H 16.65 -19.98 14.67 0.227
H 18.30 -18.26 14.90 0.155
H 14.72 -23.17 17.27 0.142
C 15.41 -14.10 7.43 -0.135
C 15.44 -13.83 8.94 0.604
C 15.51 -15.20 9.67 0.505
F 15.34 -15.14 11.00 -0.315
F 14.78 -16.22 9.14 -0.326
F 16.50 -13.06 9.28 -0.318
F 14.33 -13.20 9.33 -0.322
O 16.31 -15.16 6.99 -0.545
C 17.63 -14.86 6.41 0.854
C 18.42 -16.18 6.10 0.510
F 17.71 -17.03 5.26 -0.327
F 19.58 -15.89 5.55 -0.297
F 17.45 -14.04 5.31 -0.346
F 18.23 -14.13 7.30 -0.301
H 15.54 -13.19 6.84 0.212
H 14.42 -14.50 7.22 0.220
H 16.51 -15.58 9.48 0.150
H 18.53 -16.63 7.08 0.176
```

Computed properties:
M = 686.401 g mol⁻¹
Charge = -1
Calculated total energy = -3225.28309 a.u.
E_LUMO = 0.0831 Eh

---

Which of these has the highest calculated total energy? C18H21ClN2O4S

---

What is the M in the third record? 686.401 g mol⁻¹

---

Which value of calculated total energy does entry 3 give? -3225.28309 a.u.